A 2-piece molecular cluster, C3H8NO3 overall, computed with ωB97M-V with the def2-TZVPD basis set.

Last column: natural (NBO) charge in e.
CARTESIAN COORDINATES (ANGSTROEM)
C1 -0.5094 0.6849 -0.0246  -0.21
N1 -0.6170 -0.0803 1.1968  -0.70
C2 0.3316 -1.1122 1.5578  0.88
O1 1.4732 -1.0304 1.0442  -0.84
O2 -0.1228 -1.9351 2.3768  -0.79
C3 -1.5481 0.2598 -1.0939  -0.62
H1 -0.6672 1.7398 0.2060  0.15
H2 0.4608 0.6900 -0.5043  0.22
H3 -1.5785 -0.2863 1.4517  0.36
H4 -1.8647 1.0372 -1.7817  0.19
H5 -2.4261 -0.1720 -0.6076  0.19
H6 -1.0747 -0.5771 -1.6191  0.20
H7 2.6167 0.0708 0.0669  0.53
H8 2.5317 0.2202 -1.5139  0.45
O3 2.9946 0.4908 -0.7551  -1.00

**Gap between HOMO and LUMO**: 8.22 eV
**LUMO energy**: 3.86 eV
**Energy relative to the best compared isomer or geometry (same formula, charge and spin)**: 8.2 kcal/mol
**Net charge**: -1



A 2-piece molecular cluster, C3H8NO3 overall, computed with ωB97M-V with the def2-TZVPD basis set.

Last column: natural (NBO) charge in e.
CARTESIAN COORDINATES (ANGSTROEM)
C1 -0.6828 0.6753 0.1364  -0.30
N1 -0.6957 -0.2554 1.1900  -0.23
C2 0.4677 -1.1225 1.5260  0.81
O1 1.5284 -0.8476 0.9405  -0.69
O2 0.1659 -2.0920 2.2234  -0.56
C3 -1.4966 0.2248 -1.1242  -0.60
H1 -0.9912 1.6881 0.4486  0.25
H2 0.3380 0.8168 -0.2181  0.25
H3 -1.5639 -0.7796 1.3315  0.40
H4 -2.3082 -0.4193 -0.7822  0.21
H5 -0.8295 -0.1554 -1.8895  0.24
H6 -1.9636 1.1227 -1.5123  0.23
H7 2.2482 -0.2634 -0.7215  0.48
H8 2.7671 1.1264 -0.5849  0.45
O3 3.0163 0.2810 -0.9636  -0.94

**Gap between HOMO and LUMO (alpha / beta)**: 10.72 / 6.13 eV
**Spin multiplicity**: 2
**LUMO energy (alpha / beta)**: 0.31 / -4.06 eV
**Energy relative to the best compared isomer or geometry (same formula, charge and spin)**: 16.7 kcal/mol
**Net charge**: 0



A 2-piece molecular cluster, C3H8NO3S2 overall, computed with ωB97M-V with the def2-TZVPD basis set.

Last column: natural (NBO) charge in e.
CARTESIAN COORDINATES (ANGSTROEM)
C1 1.8497 -0.4936 -1.0475  -0.78
C2 -1.4308 -1.5094 -0.4846  -0.43
C3 2.0380 0.8716 -0.4344  -0.22
N1 -0.8671 -0.2738 -0.6259  -1.01
O1 -0.8036 0.6660 1.8906  -0.93
O2 -2.8793 0.4537 0.6040  -1.02
O3 -1.2119 2.1441 -0.1531  -0.95
S1 2.2388 1.1981 1.1716  -0.04
S2 -1.5296 0.8336 0.2657  2.46
H1 0.6853 -0.6168 -0.9662  0.35
H2 2.1185 -0.6636 -2.1207  0.20
H3 2.3781 -1.2847 -0.4311  0.20
H4 -2.3955 -1.3866 0.0434  0.21
H5 -1.7568 -1.9371 -1.4588  0.16
H6 -0.8530 -2.2153 0.0825  0.15
H7 1.8911 1.7844 -1.1503  0.19
H8 -1.4008 0.0366 2.2275  0.46

**Gap between HOMO and LUMO**: 7.99 eV
**LUMO energy**: 3.45 eV
**Energy relative to the best compared isomer or geometry (same formula, charge and spin)**: 75.2 kcal/mol
**Net charge**: -1



A 2-piece molecular cluster, C3H8NO4 overall, computed with ωB97M-V with the def2-TZVPD basis set.

Last column: natural (NBO) charge in e.
CARTESIAN COORDINATES (ANGSTROEM)
C1 1.2640 1.5052 -0.5633  -0.22
C2 -0.1462 2.1622 -0.8106  -0.07
O1 -0.8966 1.3461 -1.6089  -0.74
N1 1.2310 0.0626 -0.3505  -0.71
C3 0.5092 -0.6263 0.6853  0.87
O2 0.5724 -1.8445 0.6623  -0.76
O3 -0.1323 0.1809 1.5392  -0.85
H1 1.8798 2.1502 0.0935  0.18
H2 1.9493 1.7068 -1.4949  0.16
H3 -0.7192 2.4419 0.1933  0.17
H4 -0.0770 3.0751 -1.3197  0.15
H5 -1.3777 0.7071 -1.0257  0.49
H6 1.4149 -0.4582 -1.2906  0.38
H7 -1.0456 -2.2156 0.3726  0.49
H8 -1.8008 -2.1052 1.4469  0.47
O4 -1.8689 -2.6807 0.6085  -0.99

**Gap between HOMO and LUMO**: 8.57 eV
**LUMO energy**: 3.84 eV
**Energy relative to the best compared isomer or geometry (same formula, charge and spin)**: 33.8 kcal/mol
**Net charge**: -1



A single C3H8NOPS2 molecule, computed with ωB97M-V with the def2-TZVPD basis set.

Last column: natural (NBO) charge in e.
CARTESIAN COORDINATES (ANGSTROEM)
C1 0.8544 1.9504 2.3949  -0.76
S1 0.0430 1.7837 0.7480  -0.04
P1 0.0831 -0.3725 0.5248  1.51
S2 0.8547 -1.5789 2.3516  -0.56
N1 0.8064 -0.8376 -0.9831  -0.96
C2 -0.1957 -0.4628 -2.0462  -0.26
C3 -1.5271 -0.9166 -1.4294  -0.08
O1 -1.3912 -0.7314 -0.0152  -0.82
H1 1.7907 2.5684 2.3703  0.23
H2 1.2824 0.8684 2.5385  0.28
H3 0.2502 2.3104 3.2349  0.23
H4 1.0783 -1.8634 -0.9846  0.42
H5 0.0821 -1.0623 -2.9187  0.22
H6 0.0046 0.4942 -2.2422  0.21
H7 -2.2395 -0.1865 -1.8322  0.20
H8 -1.7763 -1.9634 -1.7115  0.20

**Gap between HOMO and LUMO**: 8.45 eV
**LUMO energy**: -0.09 eV
**Energy relative to the best compared isomer or geometry (same formula, charge and spin)**: 48.2 kcal/mol
**Net charge**: 0



C3H8NOS as an isolated structure, computed with ωB97M-V with the def2-TZVPD basis set.

Last column: natural (NBO) charge in e.
CARTESIAN COORDINATES (ANGSTROEM)
O1 -0.3796 0.8565 1.9847  -0.77
C1 -1.3483 0.1122 1.7863  0.17
H1 -1.4257 -0.8418 2.3336  0.10
H2 -2.3142 0.5683 1.5380  0.10
C2 0.7678 0.5728 -0.9456  -0.23
C3 -0.1329 -0.5671 -1.3893  -0.52
S1 -1.3605 -1.1418 -0.1485  -0.42
N1 1.6912 0.2063 0.0967  -0.87
H3 0.1641 1.3878 -0.5654  0.20
H4 1.3272 0.9390 -1.8116  0.15
H5 0.5061 -1.4194 -1.6312  0.17
H6 -0.6791 -0.3037 -2.2999  0.18
H7 1.9150 -0.7846 0.0579  0.34
H8 1.2688 0.4155 0.9940  0.40

**Gap between HOMO and LUMO**: 7.21 eV
**LUMO energy**: 4.06 eV
**Energy relative to the best compared isomer or geometry (same formula, charge and spin)**: 30.7 kcal/mol
**Net charge**: -1



An isolated ion of composition C3H8NOS and charge +1, computed with ωB97M-V with the def2-TZVPD basis set.

Last column: natural (NBO) charge in e.
CARTESIAN COORDINATES (ANGSTROEM)
N1 1.1261 0.1205 1.2775  -0.71
C1 0.2346 -0.1875 0.0048  -0.16
C2 0.9746 0.1858 -1.3350  0.42
O1 2.1643 0.6117 -1.1309  -0.51
C3 -1.2469 0.3176 0.1207  -0.55
S1 -2.4039 -0.2078 -1.2224  0.05
H1 1.3470 -0.7122 1.7624  0.44
H2 2.0022 0.5450 0.8553  0.49
H3 0.6109 0.6302 2.0367  0.46
H4 0.0707 -1.2870 -0.1182  0.25
H5 0.2808 -0.0180 -2.2242  0.23
H6 -1.6561 0.1495 1.1513  0.24
H7 -1.2233 1.3971 -0.0616  0.24
H8 -2.2809 -1.5451 -1.1165  0.13

**Gap between HOMO and LUMO**: 9.35 eV
**LUMO energy**: -4.25 eV
**Energy relative to the best compared isomer or geometry (same formula, charge and spin)**: 28.7 kcal/mol
**Net charge**: +1



An isolated ion of composition C3H8NOS and charge +1, computed with ωB97M-V with the def2-TZVPD basis set.

Last column: natural (NBO) charge in e.
CARTESIAN COORDINATES (ANGSTROEM)
N1 -0.0476 -0.5294 1.5609  -0.69
C1 0.2590 -0.3844 0.0846  -0.16
C2 1.3458 0.6770 0.0073  0.41
O1 2.1791 0.7027 0.8702  -0.47
C3 -1.0225 -0.0433 -0.7310  -0.54
S1 -0.4967 -0.0895 -2.4754  0.01
H1 0.8977 -0.5218 2.0033  0.47
H2 -0.4506 0.3313 1.9353  0.44
H3 -0.5571 -1.3654 1.8412  0.45
H4 0.5401 -1.3796 -0.2413  0.25
H5 1.3804 1.3080 -0.8897  0.19
H6 -1.7969 -0.7866 -0.5697  0.25
H7 -1.2077 1.0091 -0.5104  0.24
H8 -1.0229 1.0719 -2.8854  0.16

**Gap between HOMO and LUMO**: 9.21 eV
**LUMO energy**: -4.31 eV
**Energy relative to the best compared isomer or geometry (same formula, charge and spin)**: 12.3 kcal/mol
**Net charge**: +1



Among the records above, which one has the lowest energy relative to the best compared isomer or geometry (same formula, charge and spin)? number 1



Which formula does entry 6 have? C3H8NOS



What did the sixth record say?
C3H8NOS as an isolated structure, computed with ωB97M-V with the def2-TZVPD basis set.

Last column: natural (NBO) charge in e.
CARTESIAN COORDINATES (ANGSTROEM)
O1 -0.3796 0.8565 1.9847  -0.77
C1 -1.3483 0.1122 1.7863  0.17
H1 -1.4257 -0.8418 2.3336  0.10
H2 -2.3142 0.5683 1.5380  0.10
C2 0.7678 0.5728 -0.9456  -0.23
C3 -0.1329 -0.5671 -1.3893  -0.52
S1 -1.3605 -1.1418 -0.1485  -0.42
N1 1.6912 0.2063 0.0967  -0.87
H3 0.1641 1.3878 -0.5654  0.20
H4 1.3272 0.9390 -1.8116  0.15
H5 0.5061 -1.4194 -1.6312  0.17
H6 -0.6791 -0.3037 -2.2999  0.18
H7 1.9150 -0.7846 0.0579  0.34
H8 1.2688 0.4155 0.9940  0.40

**Gap between HOMO and LUMO**: 7.21 eV
**LUMO energy**: 4.06 eV
**Energy relative to the best compared isomer or geometry (same formula, charge and spin)**: 30.7 kcal/mol
**Net charge**: -1



Look up the energy relative to the best compared isomer or geometry (same formula, charge and spin) of the fourth one. 33.8 kcal/mol